DFT (the ωB97M-V functional and the def2-TZVPD basis) results for a structure of composition C17H11ClINO3Sc in a non-equilibrium geometry.

CARTESIAN COORDINATES (ANGSTROEM)
Sc1 0.08478 -0.17023 0.45773
C1 -0.70223 -3.92259 -1.56340
C2 0.05721 -2.74409 -1.07306
O1 -0.55353 -1.91591 -0.33288
C3 1.43067 -2.55028 -1.46565
C4 2.03193 -3.54010 -2.28191
C5 3.31787 -3.49029 -2.74152
C6 4.06659 -2.37404 -2.36939
C7 3.53697 -1.39363 -1.56381
C8 2.21897 -1.44400 -1.13891
O2 1.76009 -0.46108 -0.39127
H1 -1.73337 -3.89172 -1.21372
H2 -0.24085 -4.86078 -1.24260
H3 -0.71102 -3.91434 -2.65650
H4 1.42173 -4.38153 -2.56845
H5 3.71849 -4.28341 -3.34510
H6 5.09613 -2.28919 -2.71058
H7 4.18483 -0.56705 -1.28351
Cl1 -3.10448 5.29315 3.25079
C9 -2.27906 3.78301 3.03099
C10 -1.86366 3.02013 4.07942
C11 -1.15956 1.80782 3.85482
I1 -0.44499 0.62336 5.37615
C12 -0.89583 1.41023 2.58407
O3 -0.18553 0.30813 2.29116
C13 -1.34698 2.17895 1.49316
N1 -1.02308 1.73231 0.23358
C14 -1.43192 2.41917 -0.81353
C15 -2.14268 3.60333 -0.66598
C16 -2.43936 4.08612 0.57600
C17 -2.05746 3.36220 1.70634
H8 -2.04453 3.34286 5.09815
H9 -1.13914 2.03502 -1.76799
H10 -2.44778 4.16141 -1.52244
H11 -2.97922 5.02703 0.67984

## Properties
- net charge = +1
- HOMO (eV) = -11.125
- HOMO-LUMO gap (eV) = 6.98
- multiplicity = 1